# 1
Entry from the Open Molecules 2025 dataset: a structure of composition C5H11NO (the ωB97M-V functional and the def2-TZVPD basis).

```
18
Properties=species:S:1:pos:R:3:forces:R:3
C 1.32229 -0.20289 -1.75811 -0.016 -0.006 -0.058
C 1.32080 -0.76745 -0.36969 0.001 -0.073 -0.223
C 0.97645 0.02280 1.49145 0.052 0.059 0.297
N 0.28700 -0.59041 0.47623 0.128 0.020 -0.082
C -1.14402 -0.64460 0.24171 -0.062 -0.024 0.000
C -1.76378 0.74418 0.09048 -0.089 -0.183 -0.335
O -1.72264 1.47184 1.29282 0.222 0.078 0.105
H 0.36594 -0.39683 -2.26389 0.136 0.028 0.080
H 2.12578 -0.63205 -2.36340 -0.129 0.058 0.102
H 1.45586 0.88950 -1.74821 -0.017 -0.150 0.033
H 2.12780 -1.41005 -0.03869 -0.125 0.139 -0.003
H 1.52883 0.93529 1.29244 -0.055 -0.149 -0.026
H 0.92692 -0.36682 2.50932 -0.029 0.068 -0.124
H -1.31805 -1.25835 -0.64926 0.009 0.105 0.110
H -1.61006 -1.14265 1.10137 0.063 0.042 -0.090
H -1.25514 1.27925 -0.72982 -0.069 -0.045 0.164
H -2.81964 0.64451 -0.18288 0.134 -0.013 0.016
H -0.80434 1.42471 1.60813 -0.155 0.045 0.032
```
Forces are in eV/Å.

Summary:
Orbital gap: 8.630 eV
Net charge: 0
Maximum force: 0.4 eV/A
LUMO level: 0.0324 Ha
HOMO: -7.75 eV
Energy above the lowest of the compared OMol25 structures with the same formula, charge and spin: 4.0980 eV

Atom charges from the natural (NBO) analysis, given in e for atoms 1 to 6:
1. C -0.69
2. C 0.04
3. C -0.37
4. N -0.40
5. C -0.24
6. C -0.07

# 2
Entry from the Open Molecules 2025 dataset: a cluster of 2 separate species, C7H16NS in total (the ωB97M-V functional and the def2-TZVPD basis).

```
25
Properties=species:S:1:pos:R:3:forces:R:3
C 1.47152 1.30851 -0.40139 0.287 0.799 0.371
C 0.40262 1.90373 -0.93822 0.177 -0.300 0.095
C -0.42058 -1.96873 0.72213 0.183 0.137 -0.220
C 0.17088 1.89651 -2.41403 0.128 -0.045 0.025
C -0.62273 2.59313 -0.09624 0.081 0.049 -0.031
C -0.90072 -3.31533 0.37414 -0.013 -0.388 -0.290
C -0.74619 -1.40744 2.04043 0.006 0.363 0.398
N 0.29109 -1.29223 -0.11211 -0.157 -0.188 0.205
S 1.78926 1.30845 1.36402 -0.283 0.258 -0.250
H 2.26488 0.89352 -0.99854 0.096 -0.130 -0.238
H 1.01944 1.49279 -2.95938 0.053 -0.029 -0.074
H -0.01510 2.91192 -2.75663 -0.037 0.090 -0.105
H -0.71540 1.30642 -2.65033 -0.099 0.015 -0.067
H -0.91806 1.98736 0.75794 -0.122 -0.041 0.141
H -1.50150 2.84268 -0.68230 -0.125 -0.002 0.035
H -0.20269 3.51842 0.29871 -0.012 0.096 0.071
H -0.50591 -4.04310 1.08358 0.069 0.018 0.074
H -0.61173 -3.61020 -0.63175 -0.004 -0.040 -0.023
H -1.98466 -3.36957 0.46422 -0.076 0.101 0.019
H -0.30677 -2.03528 2.81727 0.053 -0.089 -0.012
H -1.82100 -1.43045 2.21237 -0.098 -0.036 -0.091
H -0.37323 -0.39407 2.16492 0.001 -0.020 -0.003
H 0.64661 -0.33791 0.08050 -0.241 -0.425 -0.007
H 0.53342 -1.67446 -1.01762 -0.071 -0.074 -0.006
H 3.05656 0.91531 1.27829 0.206 -0.119 -0.016
```
Forces are in eV/Å.

Summary:
Orbital gap: 8.181 eV
Net charge: +1
Maximum force: 0.9 eV/A
LUMO level: -0.1410 Ha
HOMO: -12.02 eV
Energy above the lowest of the compared OMol25 structures with the same formula, charge and spin: 0.4426 eV

Atom charges from the natural (NBO) analysis, given in e for atoms 1 to 6:
1. C -0.46
2. C 0.06
3. C 0.51
4. C -0.64
5. C -0.67
6. C -0.70

# 3
Entry from the Open Molecules 2025 dataset: an isolated molecule of C17H21BO4 (the ωB97M-V functional and the def2-TZVPD basis).

```
43
Properties=species:S:1:pos:R:3:forces:R:3
C 5.05123 -1.95529 -0.03229 0.996 -0.930 -0.027
C 4.46340 -0.64007 -0.10463 -0.276 1.981 0.118
C 5.01817 0.61642 0.00955 -0.191 -1.045 -0.077
C 3.93633 1.50656 -0.07723 -0.925 0.035 0.018
C 2.75598 0.76933 -0.28768 4.189 4.020 0.008
B 1.34978 2.00114 -0.21208 3.245 -2.925 -0.680
O 1.28471 1.24052 1.06816 -1.288 0.680 0.735
C -0.08030 1.12785 1.30601 0.441 0.170 -0.031
C -0.85422 1.78856 0.07636 0.522 0.436 0.116
C -2.10903 1.03037 0.08037 -0.871 0.018 0.636
C -0.42593 1.67089 -1.45896 0.531 -0.144 0.230
O 0.95936 1.41837 -1.47647 -1.981 0.666 -0.020
C -0.49895 3.28215 0.32423 0.705 0.180 -0.210
O 0.96354 3.36216 -0.03955 -1.430 -0.467 0.070
O 3.08973 -0.51673 -0.28122 -0.150 -1.073 0.027
H 6.14151 -1.77789 -0.00573 -0.389 -0.360 -0.035
H 4.78593 -2.49799 0.88699 -0.073 -0.015 -0.275
H 4.82269 -2.56653 -0.91579 0.020 -0.038 0.254
H 6.06601 0.87053 0.14625 -0.240 -0.279 -0.052
H 3.96054 2.58745 0.00756 0.068 -0.174 -0.053
H -0.28071 0.07734 1.54602 0.072 0.547 -0.234
H -0.36775 1.69655 2.21762 -0.159 0.005 -0.353
H -2.75552 1.27821 -0.76575 -0.123 -0.301 0.093
H -0.51622 -0.64820 -0.21896 -0.610 0.362 0.332
H -2.64880 1.19727 1.00979 -0.406 -0.157 0.076
H -0.93213 0.89002 -2.05215 0.027 0.223 0.493
H -0.68230 2.65481 -1.90774 -0.001 -0.448 0.039
H -1.05469 3.96639 -0.33323 0.230 -0.093 0.244
H -0.55202 3.59153 1.37084 -0.324 -0.017 -0.127
C -1.59440 -0.50169 -0.02004 -2.637 -2.151 -0.478
C -2.19862 -1.12287 1.23320 1.053 1.600 -0.038
C -3.46281 -1.70749 1.33023 -2.076 -1.372 -0.257
C -3.92011 -2.87887 0.69118 0.645 1.791 0.472
C -3.17627 -3.42499 -0.37704 1.215 -0.176 -1.004
C -2.44640 -2.62048 -1.22079 -1.276 -0.770 0.667
C -2.46834 -1.14000 -1.14697 -0.262 0.449 -0.665
H -3.49940 -0.77051 -0.92935 0.508 -0.479 -0.204
H -1.75010 -0.84905 2.20126 -0.255 0.076 -0.435
H -4.18773 -1.28274 2.03460 0.741 -0.382 0.598
H -4.81999 -3.39969 1.04485 0.437 0.417 -0.013
H -3.17794 -4.50930 -0.49016 -0.110 0.261 -0.358
H -1.98815 -3.05936 -2.09204 0.324 -0.225 0.040
H -2.20008 -0.75468 -2.13922 0.083 0.103 0.362
```
Forces are in eV/Å.

Summary:
Orbital gap: 2.545 eV
Net charge: 0
Maximum force: 5.8 eV/A
LUMO level: -0.1184 Ha
HOMO: -5.77 eV
Energy above the lowest of the compared OMol25 structures with the same formula, charge and spin: 5.9132 eV

Atom charges from the natural (NBO) analysis, given in e for atoms 1 to 6:
1. C -0.65
2. C 0.24
3. C -0.31
4. C -0.38
5. C 0.26
6. B 1.12